[1]
Computed, not measured: a molecular structure, C2H8Cl2N5O12V, with ωB97M-V/def2-TZVPD.

Computed properties:
Electronic energy = -3121.45194 hartree
Multiplicity = 3
Max |F| = 6.64 eV Å⁻¹
Orbital gap (alpha / beta) = 0.2049 / 0.2331 Ha
Expectation value of S² = 2.04

Geometry (Å):
N1 -0.12 1.38 3.30
H1 -0.77 2.16 3.25
H2 -0.44 0.69 2.64
H3 -0.04 0.98 4.22
H4 0.81 1.70 3.08
V1 1.02 0.25 -2.82
N2 1.13 -1.82 -4.56
O1 0.15 -1.64 -3.79
O2 1.35 -2.88 -4.98
O3 1.83 -0.85 -4.54
N3 -0.29 0.58 -0.40
O4 -0.39 -0.34 -1.20
O5 -0.89 0.76 0.64
O6 0.62 1.30 -0.87
N4 3.77 2.28 -2.64
O7 3.92 3.49 -2.72
O8 2.70 1.61 -2.81
O9 4.65 1.63 -2.02
N5 3.46 -1.46 -1.10
O10 4.16 -2.44 -1.39
O11 3.93 -0.58 -0.41
O12 2.41 -1.08 -1.64
Cl1 -5.10 -2.02 1.24
C1 -3.85 -1.30 2.19
C2 -4.47 -0.17 3.08
Cl2 -3.06 0.86 3.51
H5 -3.14 -0.87 1.48
H6 -3.34 -2.06 2.78
H7 -4.89 -0.61 3.99
H8 -5.14 0.44 2.49

[2]
Computed, not measured: a gas-phase ion, C3H7N2O2 (charge +1), with ωB97M-V/def2-TZVPD.

Computed properties:
Electronic energy = -378.17031 hartree
Max |F| = 6.35 eV Å⁻¹
Orbital gap = 0.3656 Ha
Charge = +1
SMILES = [NH2+]=C(CC=O)NO

Geometry (Å):
N1 1.13 1.05 -0.72
C1 0.36 0.24 0.01
C2 -1.01 0.52 0.38
C3 -2.25 -0.25 -0.21
O1 -2.10 -1.31 -0.71
N2 1.03 -0.96 0.55
O2 2.30 -1.11 -0.10
H1 1.89 0.54 -1.09
H2 0.72 1.87 -1.23
H3 -1.23 1.52 0.23
H4 -1.16 0.36 1.47
H5 -3.18 0.25 0.02
H6 0.61 -1.82 0.76
H7 2.90 -0.90 0.64

[3]
Computed, not measured: 2 unconnected molecules or ions with the total composition C10H16, with ωB97M-V/def2-TZVPD.

Computed properties:
Electronic energy = -390.51479 hartree
Multiplicity = 2
Max |F| = 5.21 eV Å⁻¹
Orbital gap (alpha / beta) = 0.1087 / 0.2730 Ha
Expectation value of S² = 0.76
Charge = -1

Geometry (Å):
C1 1.11 -1.00 -0.43
C2 1.86 -1.75 -1.54
C3 0.47 0.23 -1.04
C4 -0.41 0.06 -2.17
C5 0.48 1.35 -0.26
C6 -1.27 1.15 -2.42
C7 -0.27 2.46 -0.71
C8 -1.10 2.34 -1.80
H1 0.40 -1.67 0.13
H2 1.83 -0.87 0.37
H3 1.26 -2.46 -2.03
H4 -0.43 -0.90 -2.71
H5 0.90 1.53 0.78
H6 -2.01 0.95 -3.12
H7 -0.28 3.43 -0.05
H8 -1.79 3.29 -2.21
H9 2.75 -2.23 -1.10
H10 2.13 -0.94 -2.17
C9 -1.31 -0.34 2.33
C10 -0.07 -0.83 3.26
H11 -2.15 -0.13 2.87
H12 -1.11 0.42 1.52
H13 -1.48 -1.36 1.85
H14 0.70 -1.33 2.80
H15 -0.45 -1.49 4.03
H16 0.26 0.10 3.83

[4]
Computed, not measured: 16 unconnected molecules or ions with the total composition C26H38Br2Cl30N2, with ωB97M-V/def2-TZVPD.

Computed properties:
Electronic energy = -20076.74553 hartree
Max |F| = 1.30 eV Å⁻¹
Orbital gap = 0.3191 Ha

Geometry (Å):
C1 -2.43 -1.95 0.44
C2 -2.52 -2.45 -0.96
Br1 -3.69 -3.94 -1.19
C3 -1.89 -1.94 -2.02
Br2 -2.08 -2.61 -3.78
C4 -1.00 -0.77 -1.83
C5 0.40 -0.93 -2.02
N1 1.26 0.03 -1.85
C6 0.71 1.21 -1.46
C7 1.57 2.30 -1.22
C8 1.08 3.52 -0.82
C9 -0.32 3.70 -0.67
C10 -1.18 2.66 -0.89
C11 -0.68 1.39 -1.29
N2 -1.56 0.36 -1.49
H1 -1.54 -1.34 0.61
H2 -2.38 -2.80 1.10
H3 -3.29 -1.33 0.68
H4 0.76 -1.91 -2.32
H5 2.64 2.15 -1.33
H6 1.75 4.34 -0.63
H7 -0.72 4.65 -0.37
H8 -2.25 2.74 -0.77
C12 3.09 4.15 2.57
Cl1 3.91 4.73 1.12
Cl2 1.33 4.24 2.42
H9 3.37 3.11 2.73
H10 3.40 4.76 3.41
C13 -4.55 4.86 1.09
Cl3 -2.93 4.42 0.54
Cl4 -4.55 5.40 2.77
H11 -4.93 5.66 0.46
H12 -5.19 3.99 1.01
C14 -6.12 -6.79 0.75
Cl5 -4.78 -7.23 1.83
Cl6 -5.58 -6.57 -0.91
H13 -6.86 -7.58 0.78
H14 -6.55 -5.85 1.10
C15 6.95 4.47 -1.33
Cl7 7.67 3.80 0.14
Cl8 5.27 3.96 -1.50
H15 6.98 5.55 -1.26
H16 7.51 4.13 -2.19
C16 -0.74 -6.25 0.37
Cl9 0.91 -6.77 -0.01
Cl10 -0.76 -4.97 1.59
H17 -1.19 -5.87 -0.53
H18 -1.30 -7.10 0.74
C17 11.09 2.63 0.65
Cl11 12.02 2.81 -0.84
Cl12 11.50 1.13 1.50
H19 11.31 3.47 1.30
H20 10.04 2.61 0.40
C18 12.58 6.55 1.22
Cl13 13.41 5.86 2.62
Cl14 10.90 6.00 1.12
H21 12.58 7.63 1.31
H22 13.10 6.25 0.32
C19 -9.68 -4.24 1.49
Cl15 -9.81 -5.34 2.87
Cl16 -8.00 -4.05 0.96
H23 -10.25 -4.65 0.66
H24 -10.07 -3.27 1.78
C20 -12.11 -6.23 -1.94
Cl17 -10.44 -6.71 -2.23
Cl18 -12.21 -4.92 -0.76
H25 -12.55 -5.89 -2.87
H26 -12.65 -7.08 -1.55
C21 -6.03 1.29 -0.31
Cl19 -4.40 0.91 -0.86
Cl20 -6.03 1.79 1.39
H27 -6.42 2.09 -0.91
H28 -6.65 0.41 -0.40
C22 -7.50 7.53 1.94
Cl21 -8.16 8.83 0.94
Cl22 -7.69 5.95 1.17
H29 -6.44 7.71 2.09
H30 -8.02 7.52 2.89
C23 -0.38 -8.03 -3.87
Cl23 -1.06 -6.74 -2.88
Cl24 -0.52 -9.61 -3.08
H31 -0.92 -8.07 -4.81
H32 0.67 -7.82 -4.05
C24 7.77 0.66 1.88
Cl25 7.09 1.97 2.84
Cl26 7.62 -0.91 2.69
H33 7.25 0.61 0.93
H34 8.83 0.86 1.72
C25 -2.70 -3.88 4.25
Cl27 -4.20 -3.67 3.34
Cl28 -2.93 -3.56 5.98
H35 -2.37 -4.90 4.14
H36 -1.96 -3.19 3.87
C26 11.55 2.00 -4.39
Cl29 12.30 2.69 -5.83
Cl30 9.79 2.07 -4.46
H37 11.86 0.97 -4.30
H38 11.88 2.57 -3.52

[5]
Computed, not measured: a molecular structure, C5H5NiO5, with ωB97M-V/def2-TZVPD.

Computed properties:
Electronic energy = -2077.92646 hartree
Multiplicity = 4
Max |F| = 1.58 eV Å⁻¹
Orbital gap (alpha / beta) = 0.3301 / 0.2638 Ha
Expectation value of S² = 3.76

Geometry (Å):
O1 2.73 -0.42 0.67
C1 2.25 -1.40 0.04
O2 2.68 -2.21 -0.72
O3 0.32 2.14 2.15
C2 -0.69 2.54 1.47
C3 -1.17 2.07 0.31
O4 -0.44 0.97 -0.21
C4 -1.20 -0.20 -0.52
C5 -0.20 -1.31 -0.77
O5 0.73 -1.30 0.31
Ni1 1.01 0.52 1.19
H1 -1.96 2.48 -0.31
H2 -1.82 -0.03 -1.41
H3 -1.86 -0.44 0.33
H4 0.34 -1.14 -1.71
H5 -0.72 -2.28 -0.83

[6]
Computed, not measured: 3 unconnected molecules or ions with the total composition C15H43FN8O4P2, with ωB97M-V/def2-TZVPD.

Computed properties:
Electronic energy = -2118.63942 hartree
Max |F| = 7.45 eV Å⁻¹
Orbital gap = 0.2709 Ha
SMILES = CN(C)P(=O)(N(C)C)N(C)C.CN(C)P(=O)(N(C)C)N(C)C.NCCOC(=O)NF

Geometry (Å):
C1 -4.06 2.89 -1.50
N1 -2.99 1.93 -1.34
C2 -3.50 0.57 -1.26
P1 -1.31 2.11 -0.94
O1 -0.79 1.34 -2.13
N2 -0.54 3.61 -1.35
C3 -1.18 4.88 -1.64
C4 0.66 3.48 -2.17
N3 -1.61 2.68 0.70
C5 -1.46 1.63 1.71
C6 -2.53 3.69 1.16
H1 -4.73 2.91 -0.62
H2 -4.67 2.63 -2.37
H3 -3.71 3.91 -1.67
H4 -3.79 0.31 -0.23
H5 -2.76 -0.15 -1.60
H6 -4.38 0.44 -1.90
H7 -2.08 4.78 -2.25
H8 -0.52 5.53 -2.21
H9 -1.41 5.45 -0.73
H10 0.42 3.38 -3.24
H11 1.25 2.61 -1.88
H12 1.30 4.35 -2.04
H13 -2.37 1.01 1.79
H14 -1.25 2.06 2.70
H15 -0.63 0.97 1.46
H16 -3.47 3.25 1.53
H17 -2.80 4.43 0.42
H18 -2.07 4.23 1.99
C7 0.50 -2.36 2.46
N4 1.72 -1.63 2.18
C8 1.80 -1.25 0.77
P2 3.17 -1.40 3.09
O2 3.21 0.11 3.00
N5 3.05 -1.47 4.82
C9 1.98 -2.08 5.60
C10 3.56 -0.30 5.53
N6 3.71 -3.07 3.01
C11 4.72 -3.30 1.99
C12 2.96 -4.27 3.25
H19 0.46 -3.32 1.92
H20 -0.37 -1.78 2.14
H21 0.35 -2.56 3.51
H22 2.24 -2.06 0.16
H23 2.42 -0.36 0.64
H24 0.82 -1.02 0.36
H25 0.98 -1.89 5.20
H26 1.97 -1.69 6.61
H27 2.13 -3.16 5.73
H28 2.81 0.51 5.58
H29 4.45 0.09 5.06
H30 3.84 -0.57 6.55
H31 4.28 -3.42 0.99
H32 5.32 -4.19 2.21
H33 5.42 -2.45 1.94
H34 2.59 -4.72 2.32
H35 2.10 -4.15 3.90
H36 3.61 -5.00 3.74
N7 0.77 -1.99 -4.68
C13 0.42 -0.57 -4.81
C14 -1.00 -0.32 -5.29
O3 -1.96 -0.98 -4.43
C15 -3.18 -1.05 -4.98
O4 -3.74 -0.13 -5.49
N8 -3.76 -2.38 -4.97
F1 -3.67 -2.83 -3.64
H37 -0.03 -2.57 -4.46
H38 1.28 -2.34 -5.47
H39 0.51 -0.12 -3.83
H40 1.10 -0.12 -5.53
H41 -1.16 -0.58 -6.34
H42 -1.20 0.74 -5.19
H43 -3.15 -2.94 -5.55

[7]
Computed, not measured: a molecular structure, C5H8N2, with ωB97M-V/def2-TZVPD.

Computed properties:
Electronic energy = -304.62750 hartree
Max |F| = 0.55 eV Å⁻¹
Orbital gap = 0.3644 Ha

Geometry (Å):
C1 1.43 -0.27 -1.54
C2 0.20 -0.33 -0.67
C3 0.10 -1.23 0.51
N1 0.31 0.19 0.67
C4 -0.63 1.06 1.22
C5 -1.36 2.04 0.34
N2 -2.24 1.17 0.67
H1 2.33 -0.47 -0.95
H2 1.53 0.73 -1.98
H3 1.37 -1.00 -2.36
H4 -0.75 -0.13 -1.18
H5 -0.88 -1.63 0.77
H6 0.94 -1.87 0.79
H7 -1.85 0.39 1.45
H8 -0.51 1.33 2.27

[8]
Computed, not measured: C5H5N in the gas phase, with ωB97M-V/def2-TZVPD.

Computed properties:
Electronic energy = -248.12088 hartree
Max |F| = 1.11 eV Å⁻¹
Orbital gap = 0.3467 Ha

Geometry (Å):
C1 1.18 -0.38 -0.70
C2 -0.32 -0.58 -0.47
C3 -0.98 0.53 0.33
C4 -1.95 1.39 0.07
C5 -0.71 0.93 1.69
N1 -0.55 1.31 2.78
H1 1.75 -0.43 0.23
H2 1.38 0.58 -1.18
H3 1.54 -1.18 -1.36
H4 -0.51 -1.53 0.04
H5 -0.84 -0.62 -1.43

The highest electronic energy belongs to which entry?
C5H5N

Which of these has the lowest electronic energy?
C26H38Br2Cl30N2